# 1
The following is a DFT calculation (ωB97M-V/def2-TZVPD) of C21H17Cl2N3O2SSeTeTi as an isolated structure.

Expectation value of S²: 0.7634
HOMO (alpha / beta), eV: -4.036 / -4.691
HOMO-LUMO gap (alpha / beta), eV: 6.3 / 6.4

Geometry as ORCA input:
```
! RIJCOSX wB97M-V def2-TZVPD def2/J DEFGRID3
* xyz -1 2
Ti 0.79095 -0.39926 0.08470
O -1.50011 -0.82675 7.56850
C -0.38880 -0.18449 7.12850
O 0.43567 0.17124 7.92570
C -0.28937 0.05504 5.65975
C 0.65792 0.97475 5.22404
C 0.79753 1.26086 3.87757
C -0.00590 0.61476 2.94607
C -0.94708 -0.31607 3.37339
C -1.09019 -0.59416 4.71745
N 0.10623 0.91927 1.55994
C -0.48181 2.06430 1.18771
C -0.45125 2.38674 -0.17922
C -1.01756 3.54490 -0.75202
C -0.92328 3.73482 -2.10244
C -0.26248 2.77226 -2.88845
C 0.26679 1.66472 -2.27101
N 0.18650 1.45722 -0.94911
H -2.10114 -0.97661 6.82974
H 1.28751 1.45366 5.96168
H 1.54591 1.96400 3.53198
H -1.53445 -0.83920 2.63186
H -1.81198 -1.35429 4.99826
H -0.96886 2.69773 1.92006
H -1.51774 4.25631 -0.10800
H -1.35075 4.61539 -2.56485
H -0.16543 2.88901 -3.95790
H 0.78204 0.90000 -2.83693
Cl -4.63924 -1.46104 2.51810
C -4.06753 -0.54902 1.09749
Cl -4.10491 1.19747 1.38303
H -4.73534 -0.77662 0.27668
H -3.04564 -0.84713 0.87514
Se -0.80313 -1.84396 -0.44971
Te 2.19312 -1.85937 1.88265
C 3.40718 -0.30000 2.62598
C 3.74874 -0.29491 3.97754
C 4.47215 0.75804 4.52211
C 4.85865 1.82757 3.72645
C 4.53156 1.82479 2.37716
C 3.81779 0.76696 1.82727
H 3.42204 -1.10576 4.61707
H 4.71844 0.74492 5.57752
H 5.41403 2.65382 4.15301
H 4.83345 2.64682 1.73902
H 3.58517 0.77861 0.76889
S 4.37631 0.06933 -3.10478
C 3.19655 -0.18563 -2.04288
N 2.32661 -0.36168 -1.27236
*
```

---

# 2
The following is a DFT calculation (ωB97M-V/def2-TZVPD) of one molecule with the formula C21H17N3O2 at a distorted geometry.

HOMO, eV: -8.855
HOMO-LUMO gap, eV: 8.4

Geometry as ORCA input:
```
! RIJCOSX wB97M-V def2-TZVPD def2/J DEFGRID3
* xyz 0 1
C -0.61081 -2.09574 -3.00446
C -0.02445 -3.11841 -1.93537
C 0.55260 -4.38188 -2.62928
C -1.14521 -3.57414 -0.98015
C -1.47886 -2.49744 0.04227
O -2.63999 -2.55577 0.43325
C -0.66463 -1.27830 0.16490
C 0.61211 -1.28660 -0.37327
C 1.12100 -2.43146 -1.18260
O 1.41158 -0.18164 -0.36959
C 1.14445 0.80263 0.53503
N 2.14313 1.67048 0.67936
C 1.97480 2.74882 1.46146
C 2.97226 3.70957 1.54682
C 2.85674 4.81927 2.39941
C 1.65817 4.98606 3.10214
C 0.63439 4.05042 3.03473
C 0.76016 2.95398 2.19358
C -0.26920 2.05567 2.04852
C -0.11801 0.93881 1.17776
C -1.24531 -0.04305 0.81651
C -2.39659 0.52880 -0.06811
C -3.27809 1.42652 0.70429
N -3.96977 2.10948 1.39834
C -1.90332 1.28397 -1.24309
N -1.46939 1.80741 -2.19446
H 0.12986 -1.62395 -3.66323
H -1.04050 -1.25058 -2.47854
H -1.41680 -2.58481 -3.61238
H 1.17085 -4.08801 -3.45390
H 1.17125 -4.97839 -1.90083
H -0.25644 -5.05960 -2.92452
H -1.97966 -3.82614 -1.59186
H -0.78773 -4.46787 -0.43536
H 1.69949 -3.13459 -0.55381
H 1.85414 -2.05495 -1.91972
H 3.86614 3.54821 0.94439
H 3.58602 5.59971 2.46929
H 1.52782 5.81753 3.77162
H -0.23752 4.16422 3.67554
H -1.21865 2.17139 2.59881
H -1.71150 -0.35562 1.74248
H -2.98456 -0.32400 -0.42600
*
```

---

# 3
The following is a DFT calculation (ωB97M-V/def2-TZVPD) of C21H18AuN5S as an isolated structure at a distorted geometry.

Expectation value of S²: 0.7554
HOMO (alpha / beta), eV: -9.708 / -9.592
HOMO-LUMO gap (alpha / beta), eV: 5.1 / 5.0

Geometry as ORCA input:
```
! RIJCOSX wB97M-V def2-TZVPD def2/J DEFGRID3
* xyz 1 2
Au 0.12239 0.85368 0.43785
C -0.91595 -2.26476 -5.97205
C -0.96457 -1.76462 -4.57188
C -1.62190 -2.49773 -3.57466
C -1.66605 -2.02394 -2.29250
C -1.09404 -0.78327 -1.91371
N -1.21463 -0.40363 -0.62116
C -2.36000 -0.71528 0.05085
C -3.60063 -0.57586 -0.60950
C -4.79302 -0.73357 0.04529
C -4.82639 -1.07082 1.40424
C -6.12435 -1.14066 2.12847
C -3.61824 -1.26473 2.06092
C -2.39428 -1.10197 1.42065
N -1.22434 -1.41098 2.11691
C -1.05969 -2.34198 3.09075
C 0.26453 -2.32045 3.46571
C 0.85303 -1.33520 2.67397
N -0.05502 -0.81470 1.86412
C -0.39773 -0.04673 -2.92182
C -0.33569 -0.58496 -4.20834
N 0.15577 1.21622 -2.72492
C 0.46762 2.11550 -3.69958
C 1.10041 3.18161 -3.10775
C 1.12764 2.88016 -1.74909
N 0.55460 1.70183 -1.53631
H -1.86829 -2.71248 -6.24938
H -0.15631 -3.04142 -6.06552
H -0.67420 -1.47035 -6.67300
H -2.06815 -3.44655 -3.82687
H -2.11686 -2.61728 -1.51069
H -3.58246 -0.27639 -1.64717
H -5.72150 -0.58477 -0.48366
H -6.93064 -1.45575 1.47149
H -6.38104 -0.14320 2.48830
H -6.07364 -1.80467 2.98629
H -3.63038 -1.52845 3.10738
H -1.85416 -2.97561 3.42906
H 0.74897 -2.92417 4.20425
H 1.86403 -0.98513 2.65290
H 0.22953 -0.06868 -4.96432
H 0.17994 1.98650 -4.71977
H 1.50207 4.04829 -3.58585
H 1.52757 3.44093 -0.93016
S 1.06315 3.37590 2.60514
C 1.02006 2.18056 1.61482
*
```

---

> What is the formula in the third record?

C21H18AuN5S

---

> What is the formula in the second record?

C21H17N3O2